(1)
# C39H50BeN5O4

A molecular structure, C39H50BeN5O4 at a distorted geometry (the ωB97M-V functional and the def2-TZVPD basis, OMol25).

Summary:
net charge	-1
HOMO-LUMO gap	3.976	eV
spin multiplicity	1
HOMO energy	-2.46	eV

Element x y z (Å)
Be1 0.28894 -0.32236 0.03965
C1 0.21353 4.57459 -2.51870
C2 -0.45980 3.91323 -1.29447
C3 -1.05535 5.00464 -0.39025
C4 -1.51830 2.86625 -1.63400
C5 -2.58835 3.31376 -2.41535
C6 -3.52562 2.44159 -2.91205
C7 -3.35834 1.07891 -2.68565
C8 -2.32559 0.57642 -1.91428
C9 -2.25862 -0.93293 -1.85869
C10 -3.58035 -1.58636 -1.41292
C11 -1.87408 -1.62956 -3.18241
C12 -1.47393 1.49009 -1.22015
N1 -0.73465 1.03399 -0.13749
C13 -0.52417 1.76171 0.98768
C14 0.53836 1.29797 1.78043
N2 1.20870 0.22620 1.33501
C15 2.51237 -0.05363 1.77274
C16 3.61574 0.79186 1.37242
C17 4.89381 0.46552 1.81864
C18 5.11697 -0.65583 2.60295
C19 4.07736 -1.50620 2.88554
C20 2.78080 -1.23988 2.49294
C21 1.73192 -2.22843 2.93056
C22 0.71545 -1.60788 3.90157
C23 1.08559 -3.08863 1.82728
C24 3.47285 1.98671 0.47616
C25 3.96487 3.27904 1.16483
C26 4.22460 1.87114 -0.88001
H1 1.10271 5.14767 -2.21239
H2 -0.45403 5.28601 -3.05431
H3 0.56082 3.83469 -3.26882
H4 0.33158 3.38377 -0.72416
H5 -1.68007 5.72115 -0.99003
H6 -0.25191 5.59624 0.10516
H7 -1.73790 4.59861 0.39053
H8 -2.64832 4.37637 -2.70644
H9 -4.37379 2.77819 -3.49367
H10 -4.06939 0.38240 -3.13197
H11 -1.49062 -1.24670 -1.10966
H12 -4.36282 -1.50064 -2.19528
H13 -4.01194 -1.16618 -0.48172
H14 -3.42350 -2.66285 -1.25907
H15 -2.75995 -1.76998 -3.85905
H16 -1.48774 -2.65115 -3.01314
H17 -1.10301 -1.09014 -3.79501
H18 -1.10310 2.63905 1.32684
H19 0.79406 1.82657 2.70941
H20 5.73842 1.07506 1.47673
H21 6.09353 -0.87463 2.98418
H22 4.25246 -2.42573 3.41503
H23 2.31703 -2.94262 3.53437
H24 -0.04131 -1.01194 3.36946
H25 1.19879 -0.95283 4.66099
H26 0.18219 -2.40566 4.43490
H27 0.20878 -2.61132 1.34830
H28 0.71806 -4.05260 2.26245
H29 1.77523 -3.30743 0.97501
H30 2.41343 2.12218 0.21179
H31 5.06134 3.23621 1.38527
H32 3.46668 3.41167 2.14170
H33 3.78350 4.19225 0.54206
H34 5.33034 1.98876 -0.73548
H35 3.89301 2.67743 -1.57148
H36 4.08999 0.92605 -1.42081
O1 1.91057 -2.95792 -1.56175
C27 1.59148 -1.83392 -1.92699
O2 0.95333 -0.93290 -1.20572
C28 1.98098 -1.48300 -3.34518
C29 2.50100 -2.44881 -4.26734
C30 2.81440 -2.10636 -5.58651
C31 2.60658 -0.82300 -6.04661
C32 2.10757 0.12629 -5.13335
C33 1.81962 -0.18871 -3.79490
N3 1.77375 1.40338 -5.64390
O3 1.35593 2.27301 -4.85283
O4 1.92279 1.58688 -6.86569
H37 2.65072 -3.46839 -3.94467
H38 3.18097 -2.86299 -6.25631
H39 2.79702 -0.56526 -7.07500
H40 1.43068 0.60057 -3.15990
N4 -1.53315 -1.18525 1.26635
C34 -2.40677 -1.32816 2.04678
N5 -3.38661 -1.46080 2.91591
C35 -3.22307 -1.01824 4.33163
C36 -3.13517 -2.24930 5.26082
C37 -4.22266 -3.32596 5.02398
C38 -4.45871 -3.62691 3.52935
C39 -4.53159 -2.36264 2.65488
H41 -4.11069 -0.40544 4.56875
H42 -2.34001 -0.36416 4.39520
H43 -3.18205 -1.89090 6.29530
H44 -2.12438 -2.71223 5.17714
H45 -5.17297 -2.98419 5.48594
H46 -3.97711 -4.25254 5.56490
H47 -5.39400 -4.17150 3.35995
H48 -3.67605 -4.30410 3.12109
H49 -5.42139 -1.73086 2.89717
H50 -4.57828 -2.59551 1.58783

=====

(2)
# C39H50N5O3RuSSbSi3

A molecular structure, C39H50N5O3RuSSbSi3 (the ωB97M-V functional and the def2-TZVPD basis, OMol25).

Summary:
net charge	+1
HOMO-LUMO gap (alpha / beta)	7.886 / 7.397	eV
spin multiplicity	6
HOMO energy (alpha / beta)	-10.58 / -11.40	eV

Element x y z (Å)
Ru1 -0.01622 0.19591 -0.40349
C1 -3.15493 -0.50599 0.92490
C2 -3.29052 0.53297 -0.14628
C3 -4.53566 0.79383 -0.71536
C4 -4.66973 1.83069 -1.61389
C5 -3.55607 2.61095 -1.90460
C6 -2.34479 2.28909 -1.32406
N1 -2.21067 1.24748 -0.48324
Sb1 -0.61390 3.53039 -1.66478
C7 -0.38515 3.90708 0.43855
C8 -1.46469 4.52998 1.05400
C9 -1.34381 4.89900 2.38417
C10 -0.14924 4.64830 3.03005
C11 0.88767 4.02769 2.33822
C12 2.20317 3.77622 3.00092
N2 0.76542 3.65124 1.05757
C13 0.54866 1.76925 -2.23858
C14 1.80969 1.91070 -2.80701
C15 2.16945 1.05079 -3.83924
C16 1.24060 0.15377 -4.33303
C17 -0.02012 0.07099 -3.73978
C18 -1.13289 -0.73496 -4.31997
N3 -0.31655 0.82810 -2.68172
H1 -3.24330 -0.03331 1.90607
H2 -2.19162 -1.01638 0.89133
H3 -3.94968 -1.24568 0.84918
H4 -5.38406 0.18396 -0.43817
H5 -5.62815 2.04533 -2.06761
H6 -3.63022 3.45449 -2.57787
H7 -2.37819 4.72744 0.50504
H8 -2.16123 5.38429 2.90092
H9 -0.00381 4.94069 4.06113
H10 2.89073 4.59789 2.79324
H11 2.64388 2.86988 2.60552
H12 2.09626 3.69121 4.08139
H13 2.48627 2.68177 -2.46116
H14 3.15071 1.12123 -4.28927
H15 1.47156 -0.48149 -5.17719
H16 -1.59472 -0.14465 -5.11649
H17 -1.89898 -0.92753 -3.56814
H18 -0.78720 -1.66426 -4.75869
C19 1.26634 -5.66407 0.86420
Si1 1.26895 -4.11646 1.90580
C20 1.58838 -4.66849 3.67692
C21 -0.44288 -3.31117 1.89049
C22 2.53856 -2.83552 1.34960
Si2 3.77772 -3.02088 -0.05378
C23 3.56776 -1.52399 -1.19751
C24 5.50813 -3.02061 0.69175
C25 3.70418 -4.53639 -1.12517
Si3 2.75662 -1.29826 2.36061
C26 3.90490 0.01500 1.67577
C27 3.46976 -1.76466 4.03138
C28 1.11916 -0.32367 2.74742
C29 0.79476 -0.23024 4.10146
C30 -0.26910 0.53139 4.55172
C31 -0.99681 1.24827 3.62394
C32 -0.63859 1.13820 2.29731
N4 0.36944 0.37103 1.84485
H19 0.47601 -6.32966 1.22006
H20 2.21181 -6.19823 0.96241
H21 1.09504 -5.48372 -0.19512
H22 1.03011 -5.58922 3.85932
H23 1.25448 -3.93647 4.41167
H24 2.64142 -4.88348 3.86059
H25 -1.20920 -4.03052 1.59450
H26 -0.48461 -2.48276 1.18505
H27 -0.69804 -2.93347 2.88251
H28 2.53587 -1.14376 -1.17754
H29 3.76981 -1.82916 -2.22376
H30 4.23280 -0.69595 -0.94982
H31 5.65449 -2.28902 1.48318
H32 6.24103 -2.81909 -0.09244
H33 5.73794 -4.00170 1.10918
H34 2.76964 -4.62012 -1.66667
H35 3.86455 -5.46019 -0.57176
H36 4.50736 -4.45114 -1.86228
H37 4.84769 -0.40437 1.33371
H38 4.13120 0.71477 2.48129
H39 3.47071 0.57312 0.84459
H40 4.39909 -2.31248 3.86350
H41 2.82665 -2.40650 4.62615
H42 3.71844 -0.87740 4.61670
H43 1.39074 -0.77476 4.81880
H44 -0.51322 0.56904 5.60481
H45 -1.81928 1.88944 3.90519
H46 -1.17747 1.71357 1.55643
O1 -0.10651 -4.19972 -4.87623
S1 0.14085 -4.50236 -3.49372
O2 1.05303 -5.55342 -3.16631
N5 0.55955 -3.11919 -2.70131
C33 -0.36858 -2.74055 -1.87646
O3 -0.23695 -1.71849 -1.11064
C34 -1.57224 -3.62634 -1.81571
C35 -2.72434 -3.49253 -1.06432
C36 -3.70538 -4.46878 -1.18433
C37 -3.52889 -5.55533 -2.03504
C38 -2.36948 -5.69152 -2.79101
C39 -1.41058 -4.71084 -2.65951
H47 -2.84493 -2.64908 -0.40398
H48 -4.61730 -4.39041 -0.60771
H49 -4.30324 -6.30670 -2.10820
H50 -2.22390 -6.53474 -3.45140

=====

(3)
# C39H51B2N14ReS3

A molecular structure, C39H51B2N14ReS3 (the ωB97M-V functional and the def2-TZVPD basis, OMol25).

Summary:
net charge	+4
HOMO-LUMO gap (alpha / beta)	5.265 / 5.281	eV
spin multiplicity	1
HOMO energy (alpha / beta)	-17.40 / -17.40	eV

Element x y z (Å)
Re1 1.26134 2.66559 0.90997
C1 -4.48652 2.89000 1.01180
C2 -3.94942 1.67295 0.33082
C3 -4.75399 0.86011 -0.45126
C4 -4.25242 -0.28525 -1.09194
N1 -2.96813 -0.61171 -0.95403
N2 -2.19383 0.16259 -0.22559
B1 -0.73639 -0.36718 -0.08274
N3 -0.64489 -1.10169 1.27845
N4 -0.82768 -2.41444 1.03518
C5 -0.89737 -3.25751 2.04491
C6 -0.59522 -2.81168 3.35197
C7 -0.47735 -1.47517 3.62446
C8 -0.29229 -0.95139 5.01464
C9 -0.61544 -0.60603 2.51320
S1 -0.93929 1.05847 3.00889
C10 -1.38711 -4.66182 1.75196
C11 -0.75095 -5.19291 0.47030
C12 -2.91058 -4.52603 1.55497
C13 -1.10261 -5.61136 2.91569
N5 -0.04781 -1.10850 -1.28548
N6 -0.22654 -2.29039 -1.83271
C14 0.49825 -2.55440 -2.92356
C15 1.41920 -1.61379 -3.43685
C16 1.65278 -0.39768 -2.81921
C17 2.61398 0.63533 -3.30612
C18 0.84968 -0.21432 -1.70522
S2 0.38408 1.15569 -0.68539
C19 0.28759 -3.91426 -3.57588
C20 1.00493 -4.96516 -2.71207
C21 -1.22032 -4.19725 -3.64934
C22 0.87234 -3.96241 -4.98867
C23 -2.60974 1.26586 0.41899
S3 -1.44250 2.25044 1.38464
C24 -5.13241 -1.19050 -1.92097
C25 -6.21531 -1.76291 -0.98813
C26 -4.32233 -2.33052 -2.53570
C27 -5.78592 -0.35548 -3.03356
H1 -5.57357 2.86295 1.02034
H2 -4.18048 3.79242 0.47824
H3 -4.13666 2.96788 2.04047
H4 -5.80264 1.10572 -0.56154
H5 -0.50860 -3.53056 4.15549
H6 -0.05819 -1.76949 5.69203
H7 -1.20622 -0.47525 5.37903
H8 0.52309 -0.22750 5.06717
H9 -0.95067 -4.52543 -0.36535
H10 -1.17692 -6.16850 0.23890
H11 0.32657 -5.31807 0.58322
H12 -3.13626 -3.89588 0.69205
H13 -3.39995 -4.11224 2.43887
H14 -3.33247 -5.51435 1.37724
H15 -0.03728 -5.67760 3.14410
H16 -1.43298 -6.61098 2.63732
H17 -1.64849 -5.34358 3.82148
H18 1.96178 -1.86107 -4.33922
H19 3.40140 0.17787 -3.90118
H20 3.07458 1.16932 -2.47366
H21 2.09489 1.35988 -3.93773
H22 0.77260 -4.85532 -1.65512
H23 2.08675 -4.90108 -2.83731
H24 0.69376 -5.95959 -3.02940
H25 -1.68112 -4.18929 -2.66366
H26 -1.37578 -5.18124 -4.08990
H27 -1.72711 -3.46594 -4.28124
H28 1.94870 -3.78797 -5.00589
H29 0.38066 -3.26294 -5.66786
H30 0.71799 -4.96265 -5.39131
H31 -5.77671 -2.33788 -0.17061
H32 -6.85501 -2.43177 -1.56238
H33 -6.85626 -0.98744 -0.56738
H34 -3.86113 -2.95954 -1.77353
H35 -3.53763 -1.95894 -3.19512
H36 -4.99030 -2.95416 -3.12820
H37 -6.39835 0.45932 -2.64612
H38 -6.44496 -1.00069 -3.61271
H39 -5.04091 0.05885 -3.71393
C28 5.18038 1.01370 0.63874
C29 3.80030 0.89980 0.56810
N7 3.23705 2.09985 0.78792
N8 4.23329 2.98027 0.99533
C30 5.41364 2.35024 0.92013
B2 3.87376 4.43782 1.36218
N9 2.97825 4.34830 2.65016
C31 3.06154 4.93686 3.83553
C32 1.90578 4.65022 4.57862
C33 1.13824 3.88391 3.75171
N10 1.77835 3.66773 2.56340
N11 2.90102 4.95386 0.21872
C34 2.90482 6.10317 -0.44102
C35 1.73230 6.20780 -1.20508
C36 1.01933 5.07776 -0.91479
N12 1.73512 4.29148 -0.05545
N13 5.06961 5.29976 1.45908
C37 5.98598 5.56780 0.47503
C38 6.95680 6.36312 1.01293
C39 6.55672 6.55093 2.35441
N14 5.44265 5.91080 2.61964
H40 5.91417 0.23728 0.51520
H41 3.19161 0.02901 0.38460
H42 6.33378 2.88905 1.07759
H43 3.93067 5.53867 4.05898
H44 1.67801 4.99360 5.57226
H45 0.15604 3.47604 3.91981
H46 3.72355 6.79706 -0.32551
H47 1.45245 7.01933 -1.85402
H48 0.05010 4.75752 -1.26157
H49 5.87918 5.16746 -0.52143
H50 7.82512 6.76442 0.52039
H51 7.04450 7.12283 3.12635

=====

(4)
# C39H51N7PRuS

A molecular structure, C39H51N7PRuS (the ωB97M-V functional and the def2-TZVPD basis, OMol25).

Summary:
net charge	+2
HOMO-LUMO gap (alpha / beta)	7.385 / 5.645	eV
spin multiplicity	6
HOMO energy (alpha / beta)	-12.02 / -13.05	eV

Element x y z (Å)
Ru1 -0.01609 -0.48001 -0.61541
C1 0.16556 0.67309 -6.22711
C2 1.31641 1.23451 -5.68134
C3 1.70966 0.91942 -4.39721
C4 0.94052 0.02467 -3.61734
C5 -0.24252 -0.50227 -4.17534
C6 -0.61395 -0.19589 -5.46468
N1 1.25987 -0.28854 -2.32184
C7 2.57764 -0.10098 -1.87141
C8 3.70649 -0.39243 -2.63795
C9 4.97079 -0.18174 -2.11264
C10 5.11632 0.33051 -0.82823
C11 4.00648 0.60005 -0.03864
C12 2.73891 0.36236 -0.54923
N2 1.55399 0.50714 0.18544
N3 1.62315 1.22649 1.28083
C13 0.58656 1.31348 2.12666
C14 0.72665 2.25761 3.17559
C15 -0.25871 2.46786 4.09144
C16 -1.45345 1.73040 3.99386
C17 -1.58262 0.81805 2.99652
N4 -0.58643 0.59050 2.08786
H1 -0.13006 0.91977 -7.23758
H2 1.90402 1.93195 -6.26265
H3 2.58435 1.39112 -3.97142
H4 -0.83520 -1.18128 -3.58200
H5 -1.50922 -0.63105 -5.88820
H6 3.58668 -0.79720 -3.63462
H7 5.84414 -0.41656 -2.70493
H8 6.10634 0.50686 -0.43006
H9 4.11171 0.98024 0.96694
H10 1.66039 2.79991 3.19650
H11 -0.12542 3.19520 4.87993
H12 -2.26994 1.85970 4.68866
H13 -2.46746 0.20874 2.87389
N5 -1.96758 -1.52354 -1.20353
C18 -3.33622 -0.99107 -1.49275
C19 -3.29494 0.35801 -2.18180
C20 -3.03556 1.54220 -1.23690
C21 -1.92857 2.45705 -1.74042
N6 -0.61107 1.91402 -1.33034
H14 -1.69192 -2.13257 -1.96914
H15 -2.05123 -2.16274 -0.41546
H16 -3.86880 -0.92274 -0.54230
H17 -3.86684 -1.72368 -2.10218
H18 -4.23690 0.50985 -2.71014
H19 -2.52339 0.32140 -2.95701
H20 -2.74026 1.17496 -0.24655
H21 -3.95486 2.10799 -1.08408
H22 -2.05313 3.47864 -1.37814
H23 -1.95009 2.50056 -2.82997
H24 -0.34302 2.34588 -0.44994
H25 0.10727 2.19675 -1.99048
N7 -0.78841 -0.41331 1.15964
S1 -3.10355 -2.66491 2.20673
C22 -3.68034 -1.75744 3.62723
C23 -4.72287 -0.86436 3.39226
C24 -5.19142 -0.06660 4.42511
C25 -4.63187 -0.16446 5.69290
C26 -3.60556 -1.06917 5.92177
C27 -3.11964 -1.86571 4.89192
C28 -1.85658 -3.75923 2.83940
C29 -2.14561 -5.11426 2.94890
C30 -1.15924 -5.99640 3.37040
C31 0.10479 -5.52532 3.69572
C32 0.38990 -4.16836 3.59886
C33 -0.58623 -3.28589 3.16226
H26 -1.62184 -0.94823 1.39859
H27 -5.18106 -0.80640 2.41132
H28 -6.00839 0.61875 4.24237
H29 -5.00924 0.44654 6.50150
H30 -3.18061 -1.16737 6.91218
H31 -2.32242 -2.57073 5.08478
H32 -3.13633 -5.47325 2.70224
H33 -1.38310 -7.05131 3.45417
H34 0.86631 -6.21490 4.03489
H35 1.37251 -3.80053 3.86613
H36 -0.36749 -2.22829 3.07559
C34 3.05853 -4.06816 1.15148
C35 2.20303 -2.85094 0.80671
P1 0.89972 -3.09777 -0.46056
C36 1.82488 -3.69434 -1.92522
C37 0.93836 -4.13312 -3.08672
C38 0.02711 -4.60286 0.14887
C39 -1.39841 -4.83324 -0.34832
H37 3.71502 -3.83586 1.99007
H38 3.69291 -4.36510 0.31691
H39 2.45155 -4.92610 1.44116
H40 2.83482 -2.02824 0.46120
H41 1.67902 -2.48355 1.69413
H42 2.45763 -4.52527 -1.60431
H43 2.49609 -2.88850 -2.23081
H44 0.30354 -4.97491 -2.81232
H45 1.54700 -4.45372 -3.93158
H46 0.29976 -3.32055 -3.43710
H47 0.03177 -4.54512 1.24019
H48 0.66137 -5.45256 -0.11860
H49 -2.10873 -4.15461 0.12789
H50 -1.72181 -5.84261 -0.09487
H51 -1.49446 -4.72650 -1.42946